(1)
{"formula": "C7H10", "method": "wB97M-V/def2-TZVPD", "lumo_ev": 1.115, "charge": 0, "orbital_gap_ev": 10.25, "relative_energy_kj_mol": 286.0, "smiles": "C#CC1(CC)CC1", "symbols": ["C", "C", "C", "C", "C", "C", "C", "H", "H", "H", "H", "H", "H", "H", "H", "H", "H"], "positions_angstrom": [[-1.68659, 2.28338, 0.44542], [-1.02824, 1.27628, 0.31201], [-0.42181, -0.04827, 0.14975], [1.07258, -0.43966, 0.48375], [2.22913, 0.39337, -0.13012], [-0.92746, -0.84798, -1.02481], [-1.56342, -1.08168, 0.30077], [-2.12409, 3.25940, 0.52948], [1.22355, -1.45764, 0.09199], [1.25297, -0.51275, 1.56025], [2.23078, 0.40782, -1.22730], [3.21485, -0.01638, 0.15593], [2.20465, 1.42425, 0.22838], [-1.44901, -0.27878, -1.78297], [-0.26886, -1.63454, -1.37190], [-1.34513, -1.94427, 0.91706], [-2.61391, -0.78255, 0.36232]], "forces_ev_per_a": [[0.79, -0.25, -0.11], [0.35, 0.42, -0.08], [0.08, -0.03, 0.00], [-0.20, 0.00, 0.16], [-0.26, 0.14, 0.03], [-0.02, -0.06, -0.36], [0.12, -0.24, 0.13], [0.00, -0.42, 0.00], [-0.36, 0.18, 0.27], [-0.22, 0.17, 0.01], [-0.28, 0.01, 0.20], [-0.55, -0.01, 0.08], [-0.05, 0.01, -0.09], [-0.26, -0.33, 0.00], [0.06, 0.27, -0.23], [0.16, -0.28, -0.40], [0.65, 0.43, 0.39]], "mulliken_charge": [0.46, -1.10, 0.75, -0.67, -1.13, -0.75, -0.72, 0.47, 0.35, 0.32, 0.30, 0.36, 0.31, 0.30, 0.26, 0.21, 0.29]}

---

(2)
{"formula": "C7H10", "method": "wB97M-V/def2-TZVPD", "lumo_ev": 1.192, "charge": 0, "orbital_gap_ev": 10.55, "relative_energy_kj_mol": 234.7, "smiles": "C1[C@@H]2CC3(CC3)[C@H]12", "symbols": ["C", "C", "C", "C", "C", "C", "C", "H", "H", "H", "H", "H", "H", "H", "H", "H", "H"], "positions_angstrom": [[-1.39543, -1.33366, 0.17077], [-1.66850, 0.07694, -0.26793], [-0.51618, 0.71379, -1.04831], [0.43073, 0.24455, 0.06567], [1.72919, 0.80471, 0.53820], [1.68802, -0.53916, -0.14516], [-0.74737, -0.21078, 0.90718], [-0.77551, -1.99464, -0.42944], [-2.23324, -1.81561, 0.66827], [-2.69189, 0.42804, -0.27009], [-0.60750, 1.80650, -1.06886], [-0.32585, 0.34846, -2.06441], [2.18212, 1.64041, 0.01137], [1.90490, 0.80490, 1.61159], [2.06673, -0.59665, -1.16275], [1.85071, -1.43773, 0.44461], [-0.89938, 0.00387, 1.96038]], "forces_ev_per_a": [[-0.06, -0.21, -0.10], [-0.23, 0.11, -0.12], [0.05, 0.02, -0.15], [0.06, -0.03, 0.00], [0.06, 0.18, 0.08], [0.07, -0.20, -0.08], [0.10, 0.00, 0.30], [-0.05, 0.04, 0.04], [0.12, 0.07, -0.10], [0.10, 0.16, 0.12], [0.00, -0.20, 0.01], [0.00, 0.01, 0.13], [-0.12, -0.11, 0.04], [-0.06, 0.04, -0.17], [-0.04, 0.03, 0.16], [-0.02, 0.17, -0.02], [0.03, -0.10, -0.14]], "mulliken_charge": [-0.66, -0.19, -0.66, 0.72, -0.57, -0.85, -0.57, 0.18, 0.27, 0.37, 0.26, 0.29, 0.24, 0.25, 0.25, 0.24, 0.40]}

---

(3)
{"formula": "C7H10", "method": "wB97M-V/def2-TZVPD", "lumo_ev": 0.420, "charge": 0, "orbital_gap_ev": 8.67, "relative_energy_kj_mol": 789.4, "symbols": ["C", "C", "C", "C", "C", "C", "C", "H", "H", "H", "H", "H", "H", "H", "H", "H", "H"], "positions_angstrom": [[0.96137, -0.77411, 1.21032], [1.25909, 0.44811, 0.40136], [1.19343, -0.91719, -0.26622], [-0.01087, -0.47113, -1.11636], [-1.46887, -0.64167, -0.54002], [-1.34179, 0.80303, -0.05100], [0.02401, 0.91599, -0.39698], [1.78315, -1.11959, 1.83318], [-0.01831, -0.91239, 1.66132], [2.12473, 1.07526, 0.59347], [2.01710, -1.51534, -0.64413], [0.08628, -0.59655, -2.19567], [-1.52211, -1.42237, 0.22450], [-2.26919, -0.81074, -1.26874], [-2.09343, 1.56149, -0.22857], [-0.70990, 2.16516, 0.86328], [-0.01470, 2.21204, -0.07976]], "forces_ev_per_a": [[-0.08, -0.06, 0.13], [0.17, 0.23, 0.10], [0.12, -0.21, -0.13], [0.06, -0.13, -0.18], [-0.13, -0.11, 0.01], [-0.01, 0.01, -0.14], [-0.18, 0.11, 0.20], [-0.12, 0.06, -0.11], [0.14, 0.03, -0.10], [-0.15, -0.11, -0.03], [-0.14, 0.10, 0.07], [-0.02, 0.01, 0.16], [0.03, 0.11, -0.10], [0.11, 0.03, 0.11], [0.14, -0.06, 0.09], [0.07, -0.03, -0.11], [-0.02, 0.01, 0.02]], "mulliken_charge": [-0.65, -0.22, -0.46, 0.10, -0.96, -0.57, -0.12, 0.28, 0.13, 0.41, 0.39, 0.51, 0.26, 0.29, 0.37, 0.14, 0.11]}

---

(4)
{"formula": "C7H10", "method": "wB97M-V/def2-TZVPD", "lumo_ev": [-4.995, -8.124], "charge": 1, "orbital_gap_ev": [9.48, 5.92], "spin_multiplicity": 2, "relative_energy_kj_mol": 76.4, "symbols": ["C", "C", "C", "C", "C", "C", "C", "H", "H", "H", "H", "H", "H", "H", "H", "H", "H"], "positions_angstrom": [[1.56911, 1.35739, 0.44677], [0.13087, 1.02506, 0.22323], [-0.80074, 1.94881, -0.09176], [-0.13759, -1.18103, 1.39504], [-0.27963, -0.37740, 0.27160], [-0.87612, -0.92747, -0.92812], [-0.61650, -2.18440, -1.31537], [2.22053, 0.70184, -0.12772], [1.84997, 1.25190, 1.49730], [1.82592, 2.36695, 0.11464], [-1.81275, 1.71167, -0.38459], [-0.49680, 2.98478, -0.06715], [-0.40775, -2.22575, 1.28139], [0.19528, -0.81555, 2.35361], [-1.44584, -0.25158, -1.56275], [-0.97501, -2.50790, -2.28171], [0.05706, -2.87732, -0.82440]], "forces_ev_per_a": [[0.43, 0.08, 0.38], [-0.64, 0.31, -0.31], [0.67, -0.22, -0.16], [0.24, -0.47, -0.38], [0.06, 0.44, -0.62], [-0.14, 0.13, 0.72], [0.03, -0.25, -0.64], [-0.06, -0.25, -0.02], [0.07, 0.03, 0.02], [-0.35, -0.03, 0.21], [-0.11, -0.03, 0.22], [-0.20, 0.16, -0.05], [-0.01, 0.07, 0.36], [0.05, 0.11, 0.04], [0.21, -0.12, 0.00], [-0.07, -0.10, -0.07], [-0.17, 0.13, 0.30]], "mulliken_charge": [-1.28, 0.66, -0.94, -0.77, 0.87, 0.03, -0.78, 0.34, 0.36, 0.40, 0.30, 0.31, 0.32, 0.34, 0.26, 0.28, 0.29]}

---

(5)
{"formula": "C7H10B2Cl3O", "method": "wB97M-V/def2-TZVPD", "lumo_ev": 2.312, "charge": -1, "orbital_gap_ev": 8.38, "symbols": ["Cl", "B", "Cl", "Cl", "O", "C", "C", "C", "C", "C", "C", "C", "H", "H", "H", "H", "H", "H", "H", "B", "H", "H", "H"], "positions_angstrom": [[3.72530, 1.79921, -0.24066], [3.14403, 0.10015, -0.74096], [3.96695, -0.43710, -2.33872], [3.63869, -1.15101, 0.61086], [1.69688, 0.09351, -0.89073], [0.81044, -0.44407, -0.08585], [-0.60447, -0.33754, -0.48858], [-1.36646, -1.50933, -0.66764], [-2.70513, -1.40036, -1.02222], [-3.29306, -0.13656, -1.16999], [-2.53310, 1.01932, -0.94446], [-1.18319, 0.92888, -0.63425], [1.13359, -1.36509, 0.39647], [-0.86808, -2.47129, -0.54862], [-3.28323, -2.30417, -1.20193], [-4.34842, -0.05876, -1.41845], [-2.99554, 2.00131, -1.03567], [-0.54876, 1.81257, -0.49101], [0.68448, 0.08187, 1.57341], [1.10614, 0.76993, 2.59923], [2.09351, 0.21721, 3.06726], [1.44268, 1.87831, 2.18069], [0.28675, 0.91301, 3.49181]], "forces_ev_per_a": [[-0.23, -0.33, -0.25], [1.33, -0.44, 0.80], [-0.44, 0.18, 0.14], [-0.01, 0.21, -0.40], [-1.90, 0.48, 1.01], [1.31, -0.83, -0.29], [-0.54, 0.30, 0.25], [0.57, 0.76, 0.12], [-0.08, 0.25, -0.19], [0.44, -0.14, 0.38], [-0.18, -0.08, -0.28], [0.20, -0.30, -0.07], [-0.04, 0.14, 0.05], [-0.26, 0.15, 0.00], [0.03, 0.19, 0.06], [0.18, 0.01, 0.00], [0.06, -0.23, 0.01], [-0.38, -0.37, 0.03], [-0.08, -0.14, -1.08], [1.12, 1.19, 0.86], [-0.29, -0.22, -0.45], [-0.24, -0.39, -0.19], [-0.54, -0.40, -0.50]], "mulliken_charge": [-0.32, 0.69, -0.35, -0.35, -0.50, -0.62, 0.74, -0.33, -0.51, -0.41, -0.43, -0.39, 0.46, 0.35, 0.36, 0.36, 0.34, 0.40, -0.08, 0.11, -0.17, -0.17, -0.19]}

---

(6)
{"formula": "C7H10Br2NS", "method": "wB97M-V/def2-TZVPD", "lumo_ev": -3.376, "charge": 1, "orbital_gap_ev": 9.70, "relative_energy_kj_mol": 237.9, "symbols": ["C", "C", "C", "C", "C", "C", "C", "N", "S", "Br", "Br", "H", "H", "H", "H", "H", "H", "H", "H", "H", "H"], "positions_angstrom": [[-1.49476, 0.40963, -0.99393], [-2.45081, 0.10679, -0.09758], [0.20680, -1.08165, 1.39075], [-1.00650, -1.87923, 1.09431], [0.92119, 0.95876, -0.18665], [0.90685, -0.51975, 0.17039], [2.05699, 1.74510, -0.85767], [0.03422, 0.08670, -0.87127], [-2.55240, -0.87126, 1.30267], [-4.23038, 0.91551, -0.42008], [2.38434, -1.48585, -0.71038], [-1.49293, 1.07326, -1.75418], [-0.05214, -0.25623, 2.11142], [1.04109, -1.56605, 1.92960], [-0.86067, -2.57256, 0.33824], [-1.26929, -2.46459, 2.07753], [0.34418, 1.49778, 0.62300], [1.92583, 2.83835, -1.00751], [2.12018, 1.53955, -1.95499], [3.09119, 1.68648, -0.42026], [0.37701, -0.16075, -1.76343]], "forces_ev_per_a": [[1.60, -2.22, 3.35], [-0.89, 1.11, -1.30], [2.07, 1.62, 1.08], [-1.71, 0.01, 5.04], [1.13, 1.85, 3.08], [0.49, 0.82, -0.77], [0.58, 0.71, -1.63], [-3.06, -0.44, -0.55], [1.02, -0.79, -1.21], [1.44, -0.41, 0.07], [-1.02, 0.10, 0.75], [-0.88, 1.95, -2.36], [0.20, -0.46, -0.91], [-0.68, -0.55, -0.16], [-0.54, -1.12, -1.84], [1.00, 0.40, -1.81], [0.73, -0.34, -1.13], [-0.74, -0.48, 1.05], [0.19, -0.78, 0.83], [-1.25, -0.60, -0.15], [0.32, -0.38, -1.44]], "mulliken_charge": [-0.62, 0.21, -0.78, -0.74, -0.01, 0.54, -1.41, 0.05, -0.05, -0.08, -0.06, 0.54, 0.38, 0.43, 0.50, 0.30, 0.38, 0.38, 0.32, 0.34, 0.37]}

---

(7)
{"formula": "C7H10BrIKO2", "method": "wB97M-V/def2-TZVPD", "lumo_ev": -4.266, "charge": 1, "orbital_gap_ev": 7.72, "symbols": ["C", "C", "C", "Br", "C", "O", "C", "O", "C", "C", "I", "H", "H", "H", "H", "H", "H", "H", "H", "H", "H", "K"], "positions_angstrom": [[3.14127, -0.60099, 0.11244], [1.49665, -0.82309, -0.09477], [0.83149, 0.67371, -0.02248], [1.76472, 1.93911, -1.32252], [-0.79982, 0.71661, -0.18205], [-1.44252, 0.21703, -1.40717], [-2.89536, 0.55425, -1.23851], [-3.71560, 0.73991, -2.27956], [-3.19921, 0.69096, 0.39378], [-1.76093, 0.07581, 0.98392], [-2.02223, -2.08724, 0.53638], [3.35690, 0.37767, 0.75820], [3.59536, -0.41166, -0.95337], [3.64118, -1.48477, 0.70458], [1.24434, -1.24674, -1.18067], [1.06014, -1.59025, 0.69806], [1.06961, 1.13187, 1.05376], [-1.10749, 1.86522, -0.17661], [-4.19352, 0.24328, 0.81762], [-3.16491, 1.84804, 0.66969], [-1.50656, 0.29661, 2.10464], [4.60648, -3.12534, 0.02466]], "forces_ev_per_a": [[-0.60, 0.67, 0.12], [0.43, 0.39, -0.65], [-0.83, -1.20, 1.45], [-0.98, -1.11, 0.90], [-1.05, 1.73, 0.88], [-2.07, 1.54, 0.93], [-3.11, 0.69, -4.37], [5.95, -1.49, 7.35], [1.53, 0.98, 0.08], [-0.85, 0.86, -1.18], [0.41, 0.62, 0.81], [-0.53, -2.22, -1.43], [-0.53, -0.53, 2.17], [-1.61, 2.68, -0.89], [0.70, 0.81, 2.39], [0.73, 1.98, -1.54], [-0.67, -0.93, -2.44], [1.13, -2.11, 0.28], [2.08, 0.62, -1.25], [-0.29, -2.31, -0.78], [-0.55, -0.48, -2.31], [0.68, -1.18, -0.52]], "mulliken_charge": [-1.21, -0.16, -0.58, -0.10, 0.09, -0.29, 0.49, -0.52, -0.54, -0.58, 0.08, 0.31, 0.39, 0.23, 0.34, 0.25, 0.40, 0.31, 0.32, 0.29, 0.44, 1.00]}

---

(8)
{"formula": "C7H10BrN2", "method": "wB97M-V/def2-TZVPD", "lumo_ev": -3.950, "charge": 1, "orbital_gap_ev": 9.28, "relative_energy_kj_mol": 0.0, "smiles": "Cc1[nH]ccc(=[NH2+])c1CBr", "symbols": ["C", "C", "N", "C", "C", "C", "N", "C", "C", "Br", "H", "H", "H", "H", "H", "H", "H", "H", "H", "H"], "positions_angstrom": [[2.12086, -1.10940, -0.73468], [0.75239, -0.49193, -0.74003], [-0.03066, -0.57767, -1.83843], [-1.25616, 0.07633, -1.96339], [-1.80014, 0.65740, -0.84777], [-1.15336, 0.63487, 0.40741], [-1.75708, 1.07469, 1.50866], [0.21264, 0.25247, 0.42567], [0.88385, 0.32146, 1.74242], [0.73902, -1.42350, 2.75300], [1.99859, -1.93631, -1.52495], [2.74025, -0.28706, -0.89900], [2.12741, -1.75259, 0.16717], [0.36710, -0.90794, -2.71387], [-1.86806, -0.07202, -2.81530], [-2.64760, 1.14877, -0.97028], [-2.71589, 1.30113, 1.48160], [-1.39594, 1.56671, 2.28030], [0.69981, 1.10639, 2.55982], [1.98294, 0.41820, 1.72164]], "forces_ev_per_a": [[-3.81, -3.22, -0.75], [-1.75, 2.16, 2.60], [-0.73, 1.11, -0.49], [0.78, -0.73, 2.77], [3.46, -2.32, -0.62], [1.76, 0.54, -0.58], [-1.08, -0.01, -0.20], [-0.18, -1.68, -1.57], [2.32, -0.03, 2.10], [-0.23, 0.61, -0.44], [1.15, 1.53, 0.55], [2.03, 0.55, -0.09], [0.92, 1.00, 0.02], [0.09, -0.34, 0.38], [0.15, 0.09, -1.07], [-3.99, 1.92, -0.32], [-1.24, 0.04, -0.63], [1.51, -0.05, 0.79], [-0.73, -0.99, -1.76], [-0.44, -0.20, -0.68]], "mulliken_charge": [-1.14, 0.36, -0.05, -0.53, -0.68, 0.78, -0.35, 0.56, -1.39, -0.07, 0.36, 0.37, 0.33, 0.29, 0.38, 0.53, 0.22, 0.19, 0.45, 0.40]}

---

(9)
{"formula": "C7H10BrN2O", "method": "wB97M-V/def2-TZVPD", "lumo_ev": [-4.533, -5.735], "charge": 1, "orbital_gap_ev": [7.07, 6.04], "relative_energy_kj_mol": 544.0, "symbols": ["C", "C", "C", "C", "C", "C", "C", "N", "N", "O", "Br", "H", "H", "H", "H", "H", "H", "H", "H", "H", "H"], "positions_angstrom": [[-1.02448, -0.61891, 1.29266], [-0.67977, -0.33234, 2.64088], [-0.44242, 0.39604, 0.61993], [0.15370, 0.76769, 2.66174], [1.12860, 0.57698, -3.16030], [0.07912, 0.13835, -2.24965], [0.80284, 1.43745, 3.79888], [0.33503, 1.18071, 1.36377], [-0.71792, -1.10318, -2.60665], [-0.16396, 1.17155, -3.10490], [2.77232, 1.10479, 3.77438], [-1.67287, -1.39558, 0.95194], [-1.03511, -0.89287, 3.48209], [1.93602, 1.18883, -2.78915], [1.33541, 0.03070, -4.07367], [0.44000, 1.03260, 4.74167], [0.69666, 2.52100, 3.78155], [0.85717, 1.98504, 1.06005], [-1.63535, -1.03257, -2.14803], [-0.23595, -1.94674, -2.27766], [-0.87650, -1.16491, -3.62803]], "forces_ev_per_a": [[-0.17, 0.11, 0.14], [0.32, 0.33, 0.07], [0.10, -0.27, -2.20], [-0.13, -0.50, 0.50], [0.94, -0.34, 0.20], [-0.25, 0.28, -0.18], [0.47, 0.00, 0.12], [0.16, 0.30, 0.08], [-0.14, 0.41, 0.20], [-1.01, -0.14, 0.59], [-0.54, 0.13, 0.00], [-0.12, -0.24, -0.16], [0.00, -0.02, 0.29], [0.08, 0.02, 0.12], [0.02, -0.07, -0.06], [0.06, 0.10, -0.12], [0.02, -0.11, 0.06], [0.02, -0.02, 0.04], [0.17, -0.15, -0.07], [-0.12, 0.13, 0.02], [0.11, 0.04, 0.34]], "mulliken_charge": [-0.42, -0.64, 0.18, 0.19, -0.38, 0.21, -0.74, 0.01, -0.28, -0.33, -0.13, 0.39, 0.41, 0.25, 0.23, 0.34, 0.35, 0.22, 0.36, 0.39, 0.37]}

---

(10)
{"formula": "C7H10Cl2CoO4Tl", "method": "wB97M-V/def2-TZVPD", "lumo_ev": [-16.577, -17.240], "charge": 4, "orbital_gap_ev": [6.24, 5.62], "spin_multiplicity": 5, "symbols": ["Tl", "Co", "Cl", "Cl", "C", "C", "C", "O", "O", "O", "C", "C", "O", "C", "C", "H", "H", "H", "H", "H", "H", "H", "H", "H", "H"], "positions_angstrom": [[-0.04739, -0.52178, -6.81124], [-0.10259, -1.43048, 0.98916], [-0.69219, 1.60092, -5.91254], [1.97271, -2.59808, 0.74706], [-0.75759, -2.67138, 2.18996], [-0.51999, -0.03198, -8.52804], [0.41701, -2.20928, -7.40034], [-1.16499, -3.45258, 2.92806], [-0.82699, 0.27412, -9.59234], [0.69601, -3.26438, -7.76024], [-1.22799, 0.36852, 3.66126], [-1.20369, 0.69932, 2.15576], [-0.02689, 0.36352, 1.42276], [1.19321, 0.56832, 2.11506], [1.50191, 2.05292, 2.31376], [-1.05059, -0.70648, 3.84556], [-2.22539, 0.62962, 4.07306], [-0.47839, 0.95972, 4.22476], [-2.04679, 0.15202, 1.68426], [-1.41939, 1.78002, 2.01426], [1.23941, 0.00262, 3.06926], [2.00741, 0.16492, 1.47916], [0.74791, 2.53712, 2.96626], [2.49791, 2.16152, 2.79336], [1.51731, 2.57112, 1.33206]], "forces_ev_per_a": [[-0.21, 6.87, 12.21], [1.39, 1.05, -1.55], [0.69, -1.86, -0.14], [-0.08, 0.08, -0.18], [-3.19, -5.40, 4.92], [-4.64, 5.18, -16.13], [4.16, -13.89, -2.81], [1.78, 3.27, -3.05], [1.37, -1.33, 4.88], [-1.40, 5.06, 1.35], [0.53, 0.19, -0.07], [-2.65, 1.12, 1.47], [-0.13, -0.67, -0.66], [3.12, 0.74, 0.96], [-0.22, 0.38, 0.06], [-0.09, 0.41, 0.13], [0.53, -0.17, -0.41], [-0.48, -0.39, -0.24], [0.33, 0.21, -0.22], [0.25, -0.63, -0.15], [-0.41, 0.32, -0.41], [-0.56, 0.11, 0.05], [0.49, -0.20, -0.32], [-0.63, -0.12, -0.29], [0.03, -0.29, 0.61]], "mulliken_charge": [0.92, 0.65, -0.11, 0.20, 0.50, 0.62, 0.50, 0.01, 0.03, 0.03, -0.94, -0.27, -0.41, -0.10, -1.21, 0.25, 0.39, 0.29, 0.43, 0.36, 0.47, 0.31, 0.32, 0.40, 0.33]}